The molecule C5H11NOS. Source: the Open Molecules 2025 dataset; level of theory: ωB97M-V/def2-TZVPD.

Summary:
Energy above the lowest of the compared OMol25 structures with the same formula, charge and spin, kJ/mol: 71.4
Charge: 0
HOMO energy, eV: -9.3959
LUMO level, eV: 0.68
Orbital gap, eV: 10.1
E, eV: -19736.3553
SMILES string: CCC(=O)NCCS

Cartesian coordinates (Å):
C -2.682 -0.842 -0.033
C -1.195 -0.585 0.107
C -0.860 0.891 -0.073
O -1.654 1.687 -0.530
N 0.379 1.314 0.346
C 1.447 0.446 0.839
C 2.088 -0.511 -0.147
S 2.311 0.049 -1.852
H -3.315 -0.014 0.232
H -2.965 -1.165 -1.037
H -3.009 -1.684 0.592
H -0.673 -1.075 -0.716
H -0.837 -0.849 1.092
H 0.673 2.171 -0.100
H 1.034 -0.099 1.693
H 2.173 1.094 1.297
H 1.530 -1.440 -0.260
H 3.075 -0.750 0.247
H 2.481 1.364 -1.696

A structure of composition C23H19N6RhS2. Source: the Open Molecules 2025 dataset; level of theory: ωB97M-V/def2-TZVPD.

Summary:
Energy above the lowest of the compared OMol25 structures with the same formula, charge and spin, kJ/mol: 0.0
Charge: +2
HOMO energy, eV: -14.0786
LUMO level, eV: -7.51
Orbital gap, eV: 6.6
E, eV: -57767.1485

Cartesian coordinates (Å):
Rh 0.046 -0.180 -0.139
C -1.773 0.434 2.104
N -1.105 1.163 0.996
C -1.908 2.008 0.077
C -1.133 2.118 -1.213
N -0.117 1.310 -1.513
C 0.317 1.672 -2.793
C 1.356 1.191 -3.588
C 1.542 1.803 -4.809
C 0.735 2.870 -5.237
C -0.286 3.364 -4.453
C -0.472 2.739 -3.227
N -1.375 2.989 -2.195
C -0.934 -0.783 2.410
N 0.034 -1.215 1.604
C 0.543 -2.383 2.179
C 1.573 -3.235 1.784
C 1.851 -4.302 2.611
C 1.141 -4.524 3.803
C 0.129 -3.681 4.210
C -0.150 -2.611 3.369
N -1.075 -1.575 3.476
H -2.767 0.125 1.782
H -1.892 1.068 2.985
H -0.400 1.769 1.418
H -2.110 2.990 0.508
H -2.865 1.521 -0.112
H 1.986 0.377 -3.265
H 2.336 1.458 -5.456
H 0.925 3.318 -6.202
H -0.899 4.194 -4.775
H -2.074 3.715 -2.186
H 2.127 -3.069 0.873
H 2.642 -4.988 2.340
H 1.402 -5.374 4.419
H -0.409 -3.844 5.133
H -1.712 -1.429 4.244
S 1.342 -1.660 -1.434
C -0.262 -2.167 -1.779
N -1.125 -1.454 -1.093
C -2.457 -1.774 -1.346
C -3.614 -1.238 -0.795
C -4.835 -1.742 -1.202
C -4.916 -2.771 -2.141
C -3.771 -3.318 -2.687
C -2.543 -2.810 -2.283
S -0.960 -3.332 -2.812
H -3.577 -0.452 -0.055
H -5.744 -1.334 -0.780
H -5.883 -3.148 -2.441
H -3.828 -4.121 -3.410

A structure of composition C27H41N8OPPd. Source: the Open Molecules 2025 dataset; level of theory: ωB97M-V/def2-TZVPD.

Summary:
Energy above the lowest of the compared OMol25 structures with the same formula, charge and spin, kJ/mol: 0.0
Charge: 0
HOMO energy, eV: -7.6142
LUMO level, eV: -0.43
Orbital gap, eV: 7.2
E, eV: -55401.1276

Cartesian coordinates (Å):
Pd 0.233 -1.811 1.429
N 2.152 -1.176 1.553
C 3.275 -1.113 1.341
C 4.683 -1.014 1.129
C 5.489 -2.128 1.367
C 6.853 -2.034 1.157
C 7.407 -0.840 0.713
C 6.602 0.266 0.476
C 5.237 0.185 0.681
H 5.039 -3.050 1.710
H 7.485 -2.892 1.339
H 8.475 -0.772 0.551
H 7.040 1.192 0.131
H 4.594 1.038 0.503
N -0.415 0.022 1.389
P -0.642 0.970 0.199
N -2.271 1.175 -0.145
C -3.200 0.113 0.234
C -4.629 0.616 0.100
C -4.960 0.926 -1.368
C -3.709 1.412 -2.119
C -2.749 2.107 -1.162
N 0.192 0.680 -1.250
C 0.605 -0.645 -1.671
C -0.008 -1.027 -3.016
C 0.344 0.010 -4.078
C -0.053 1.405 -3.604
C 0.550 1.695 -2.232
N -0.189 2.568 0.485
C 1.260 2.747 0.692
C 1.591 2.917 2.169
C 0.969 4.215 2.702
C -0.323 4.543 1.938
C -1.021 3.270 1.484
H -2.967 -0.196 1.252
H -3.078 -0.778 -0.408
H -4.733 1.514 0.713
H -5.326 -0.121 0.504
H -5.747 1.681 -1.416
H -5.354 0.033 -1.859
H -3.981 2.086 -2.934
H -3.187 0.563 -2.570
H -3.260 2.962 -0.698
H -1.897 2.517 -1.701
H 0.333 -1.385 -0.919
H 1.704 -0.678 -1.756
H -1.097 -1.083 -2.898
H 0.343 -2.019 -3.311
H -0.134 -0.229 -5.030
H 1.426 -0.016 -4.252
H -1.143 1.473 -3.541
H 0.280 2.165 -4.316
H 0.242 2.672 -1.865
H 1.648 1.719 -2.333
H 1.605 3.620 0.123
H 1.776 1.875 0.287
H 2.674 2.917 2.317
H 1.190 2.046 2.693
H 1.675 5.043 2.598
H 0.759 4.112 3.768
H -0.101 5.152 1.057
H -1.004 5.126 2.560
H -1.985 3.505 1.034
H -1.213 2.630 2.355
N 0.907 -3.776 1.474
C 0.957 -4.816 2.003
N 1.031 -5.964 2.584
C -0.096 -6.666 2.422
N -1.068 -7.281 2.290
C -1.765 -3.934 -0.316
C -2.379 -3.215 0.839
C -3.830 -3.447 1.116
O -1.753 -2.459 1.572
H -2.525 -4.297 -1.005
H -1.231 -4.799 0.088
H -1.040 -3.303 -0.827
H -4.031 -4.519 1.163
H -4.404 -3.046 0.277
H -4.129 -2.957 2.038

A cluster of 8 separate species, C24H72O32P8 in total. Source: the Open Molecules 2025 dataset; level of theory: ωB97M-V/def2-TZVPD.

Summary:
Energy above the lowest of the compared OMol25 structures with the same formula, charge and spin, kJ/mol: 753.5
Charge: 0
HOMO energy, eV: -10.3257
LUMO level, eV: 0.14
Orbital gap, eV: 10.5
E, eV: -165897.4162
SMILES string: COP(=O)(OC)OC.COP(=O)(OC)OC.COP(=O)(OC)OC.COP(=O)(OC)OC.COP(=O)(OC)OC.COP(=O)(OC)OC.COP(=O)(OC)OC.COP(=O)(OC)OC

Cartesian coordinates (Å):
C -4.402 5.253 6.140
O -5.295 5.412 7.199
P -6.636 4.531 7.268
O -7.351 4.739 8.524
O -7.454 4.849 5.898
C -8.756 5.348 5.875
O -6.171 3.014 7.095
C -5.612 2.229 8.147
H -4.879 4.600 5.409
H -3.608 4.616 6.529
H -4.058 6.176 5.674
H -9.457 4.662 5.400
H -8.603 6.265 5.307
H -9.265 5.626 6.798
H -5.643 2.554 9.187
H -4.566 2.128 7.860
H -6.171 1.299 8.047
C -10.058 -7.741 -3.293
O -10.243 -9.157 -3.508
P -11.691 -9.808 -3.214
O -12.121 -9.891 -1.780
O -11.626 -11.217 -3.970
C -12.552 -12.356 -3.590
O -12.745 -8.987 -4.131
C -12.348 -8.522 -5.435
H -11.003 -7.212 -3.171
H -9.514 -7.246 -4.098
H -9.471 -7.679 -2.376
H -12.778 -12.768 -4.574
H -13.459 -12.152 -3.022
H -11.885 -13.057 -3.088
H -11.326 -8.146 -5.481
H -12.723 -7.549 -5.752
H -12.688 -9.070 -6.314
C -0.935 -2.874 5.085
O -0.660 -1.765 4.289
P -0.080 -1.924 2.767
O 0.333 -3.301 2.447
O 1.140 -0.857 2.686
C 0.823 0.378 3.296
O -1.233 -1.500 1.818
C -2.501 -2.076 2.046
H -1.935 -3.308 5.065
H -0.618 -2.499 6.058
H -0.417 -3.795 4.816
H 1.667 0.628 3.939
H -0.146 0.457 3.788
H 0.992 1.186 2.584
H -2.784 -2.704 1.201
H -3.203 -1.247 2.138
H -2.589 -2.577 3.010
C 12.286 5.412 0.172
O 13.088 4.187 0.206
P 12.563 2.731 0.210
O 12.921 1.939 1.381
O 10.868 2.941 -0.115
C 9.911 2.095 0.386
O 13.162 2.150 -1.236
C 12.498 1.142 -1.932
H 12.647 6.147 0.892
H 11.205 5.313 0.072
H 12.665 5.939 -0.704
H 9.479 1.397 -0.332
H 9.073 2.727 0.680
H 10.214 1.560 1.286
H 11.465 0.828 -1.784
H 13.065 0.212 -1.916
H 12.639 1.458 -2.966
C 4.837 11.501 9.829
O 4.715 10.116 9.730
P 3.427 9.406 10.307
O 3.472 9.103 11.782
O 2.184 10.361 9.912
C 0.821 9.892 9.853
O 3.170 8.186 9.267
C 3.918 6.941 9.301
H 5.222 12.045 8.966
H 5.519 11.594 10.674
H 3.935 12.030 10.134
H 0.189 10.435 10.556
H 0.900 8.806 9.913
H 0.544 10.078 8.815
H 3.423 6.077 9.743
H 4.896 7.033 9.772
H 4.094 6.736 8.245
C 5.724 -6.614 -2.348
O 6.399 -7.139 -3.499
P 6.909 -5.907 -4.472
O 7.471 -4.708 -3.865
O 7.817 -6.679 -5.538
C 8.794 -6.018 -6.421
O 5.578 -5.470 -5.377
C 4.922 -6.507 -6.060
H 5.845 -5.531 -2.355
H 6.334 -7.007 -1.535
H 4.660 -6.792 -2.195
H 9.800 -6.029 -6.001
H 8.404 -5.026 -6.649
H 8.861 -6.469 -7.411
H 5.221 -7.494 -5.710
H 5.221 -6.379 -7.100
H 3.838 -6.409 -5.993
C 0.817 6.291 -2.560
O 1.180 5.039 -2.066
P 0.630 3.697 -2.840
O 0.092 4.019 -4.225
O 1.987 2.768 -2.852
C 1.923 1.347 -2.953
O -0.522 2.995 -1.963
C -1.827 2.982 -2.583
H 1.729 6.863 -2.734
H 0.193 6.838 -1.854
H 0.135 6.362 -3.408
H 1.105 1.107 -3.632
H 1.961 0.895 -1.962
H 2.847 1.105 -3.480
H -1.923 3.906 -3.154
H -2.605 3.127 -1.834
H -1.976 2.120 -3.232
C -3.560 -0.257 -8.931
O -3.989 -1.246 -7.999
P -3.162 -2.641 -7.717
O -1.747 -2.444 -8.060
O -3.310 -3.044 -6.111
C -2.505 -4.021 -5.558
O -3.872 -3.852 -8.534
C -3.775 -4.041 -9.956
H -4.418 0.055 -9.526
H -2.871 -0.536 -9.729
H -3.197 0.663 -8.474
H -1.527 -4.004 -6.039
H -2.880 -5.044 -5.549
H -2.152 -3.813 -4.548
H -3.397 -5.063 -9.992
H -3.203 -3.345 -10.569
H -4.692 -4.134 -10.538

The lowest orbital gap belongs to which entry?
C23H19N6RhS2

Look up the LUMO level of the first one.
0.68 eV

Copy entry 1 word for word.
The molecule C5H11NOS. Source: the Open Molecules 2025 dataset; level of theory: ωB97M-V/def2-TZVPD.

Summary:
Energy above the lowest of the compared OMol25 structures with the same formula, charge and spin, kJ/mol: 71.4
Charge: 0
HOMO energy, eV: -9.3959
LUMO level, eV: 0.68
Orbital gap, eV: 10.1
E, eV: -19736.3553
SMILES string: CCC(=O)NCCS

Cartesian coordinates (Å):
C -2.682 -0.842 -0.033
C -1.195 -0.585 0.107
C -0.860 0.891 -0.073
O -1.654 1.687 -0.530
N 0.379 1.314 0.346
C 1.447 0.446 0.839
C 2.088 -0.511 -0.147
S 2.311 0.049 -1.852
H -3.315 -0.014 0.232
H -2.965 -1.165 -1.037
H -3.009 -1.684 0.592
H -0.673 -1.075 -0.716
H -0.837 -0.849 1.092
H 0.673 2.171 -0.100
H 1.034 -0.099 1.693
H 2.173 1.094 1.297
H 1.530 -1.440 -0.260
H 3.075 -0.750 0.247
H 2.481 1.364 -1.696

energy above the lowest of the compared OMol25 structures with the same formula, charge and spin of number 3 (C27H41N8OPPd)?
0.0 kJ/mol